# 1
Below is the molecule C4H5N in a non-equilibrium geometry, with properties calculated with wB97M-V/def2-TZVPD.

The geometry in XYZ format:
```
10
Properties=species:S:1:pos:R:3:forces:R:3:nbo_charge:R:1
C -0.767 -0.414 0.229 1.0 1.0 -0.9 -0.570
C 0.469 0.118 -0.046 -1.1 1.1 -1.0 -0.047
C -1.666 0.391 -0.440 -1.0 1.9 -1.3 0.653
C 1.756 -0.388 0.396 2.0 1.1 0.7 -0.725
N -2.375 1.094 -1.096 1.6 -2.1 1.3 -0.619
H -1.037 -1.322 0.663 -0.7 -1.5 1.1 0.198
H 2.351 0.534 0.853 -0.7 -1.7 -1.6 0.232
H 2.297 -0.909 -0.463 -0.5 1.1 1.0 0.252
H 1.797 -1.051 1.238 -0.4 -1.1 0.6 0.174
H -2.824 1.947 -1.334 -0.1 0.2 0.2 0.451
```
Forces are in eV/Å.

## Properties
HOMO level   -7.029 eV
Total energy   -209.9973 hartree
Energy relative to the best compared isomer or geometry (same formula, charge and spin)   104.5 kcal per mole
M   67.1 g/mol
Maximum force   3.0 eV/Å
LUMO energy   0.80 eV
Multiplicity   1
Orbital gap   7.83 eV


# 2
Below is a structure of composition C27H21F3N6RuS, with properties calculated with wB97M-V/def2-TZVPD.

The geometry in XYZ format:
```
59
Properties=species:S:1:pos:R:3:forces:R:3:nbo_charge:R:1
Ru -0.090 -0.353 -0.138 -0.1 -0.1 -0.1 0.828
C 4.017 -1.313 1.032 -0.1 -0.1 0.0 -0.252
C 2.640 -1.434 0.785 0.1 0.0 0.1 0.112
N 1.923 -0.440 0.305 0.0 0.0 0.1 -0.422
C 2.522 0.757 0.028 -0.2 0.2 -0.2 0.217
C 3.895 0.947 0.214 0.1 0.2 0.0 -0.103
C 4.640 -0.131 0.747 0.0 0.1 0.0 -0.068
C 4.470 2.184 -0.179 -0.1 0.0 0.0 -0.134
C 3.692 3.145 -0.762 0.0 -0.1 0.0 -0.188
C 2.306 2.960 -0.938 -0.1 -0.2 0.1 -0.163
C 1.696 1.800 -0.509 0.3 -0.1 0.2 0.072
N 0.345 1.426 -0.650 0.2 -0.6 -0.1 -0.348
C -0.740 2.280 -0.877 -0.3 0.2 0.0 0.076
C -0.767 3.661 -0.845 0.0 -0.2 0.0 -0.152
C -1.952 4.356 -1.146 0.0 0.0 0.0 -0.198
C -3.104 3.689 -1.463 0.0 -0.1 0.0 -0.116
C -3.139 2.270 -1.419 0.0 0.3 0.0 -0.110
C -4.292 1.501 -1.687 0.0 0.1 0.0 -0.056
C -4.233 0.139 -1.584 0.0 -0.1 0.0 -0.255
C -3.041 -0.462 -1.153 -0.1 0.0 0.1 0.133
N -1.950 0.232 -0.889 0.1 0.1 0.1 -0.438
C -1.970 1.584 -1.075 0.3 0.1 0.0 0.226
H 4.560 -2.153 1.440 0.0 0.0 0.0 0.256
H 2.105 -2.353 0.993 0.0 0.0 0.0 0.231
H 5.703 -0.011 0.914 0.0 0.0 0.0 0.247
H 5.533 2.338 -0.047 0.0 0.0 0.0 0.245
H 4.138 4.067 -1.108 0.0 0.0 0.0 0.250
H 1.759 3.722 -1.465 -0.1 0.0 0.0 0.237
H 0.101 4.238 -0.574 0.1 0.0 0.0 0.234
H -1.939 5.437 -1.132 0.0 0.0 0.0 0.249
H -4.002 4.233 -1.722 0.0 0.0 0.0 0.245
H -5.212 1.997 -1.970 0.0 0.0 0.0 0.247
H -5.093 -0.480 -1.792 0.0 0.0 0.0 0.256
H -2.986 -1.529 -0.988 0.0 0.0 0.0 0.227
F -1.781 -2.633 4.409 0.0 0.0 0.0 -0.305
C -2.380 -1.437 4.368 0.0 0.0 0.0 0.982
F -3.521 -1.579 3.680 0.0 0.0 0.0 -0.308
F -2.688 -1.081 5.614 0.0 0.0 0.0 -0.300
C -1.487 -0.412 3.712 0.0 0.0 0.0 -0.194
C -1.049 0.708 4.382 0.1 0.1 0.0 -0.071
C -0.206 1.626 3.746 -0.1 -0.1 0.0 -0.255
C 0.147 1.406 2.438 -0.1 0.0 0.0 0.061
N -0.304 0.321 1.785 -0.2 0.2 -0.1 -0.408
C -1.068 -0.598 2.394 0.1 -0.1 -0.1 0.109
S -1.300 -1.909 1.297 0.2 0.0 0.2 0.040
H -1.355 0.867 5.408 0.0 0.0 0.0 0.262
H 0.158 2.502 4.262 0.0 0.0 0.0 0.255
H 0.782 2.092 1.894 0.0 0.0 0.0 0.221
C -0.743 -5.057 -2.692 0.0 0.0 0.0 -0.397
N 0.375 -4.111 -2.554 0.0 0.1 0.1 -0.420
C 1.666 -4.459 -3.167 0.0 0.0 0.0 -0.397
C 0.232 -3.014 -1.890 0.0 -0.1 0.0 0.658
N 0.096 -2.028 -1.291 -0.1 0.5 -0.2 -0.483
H -0.834 -5.341 -3.738 0.0 0.0 0.0 0.231
H -1.666 -4.585 -2.367 0.0 0.0 0.0 0.225
H -0.552 -5.941 -2.085 0.0 0.0 0.0 0.228
H 1.561 -4.464 -4.250 0.0 0.0 0.0 0.229
H 1.969 -5.447 -2.823 0.0 0.0 0.0 0.229
H 2.417 -3.730 -2.877 0.0 0.0 0.0 0.224
```
Forces are in eV/Å.

## Properties
HOMO level (spin up / spin down)   -13.691 / -13.689 eV
Total energy   -2162.2729 hartree
Energy relative to the best compared isomer or geometry (same formula, charge and spin)   0.0 kcal per mole
M   619.6 g/mol
Total charge   +2
Maximum force   0.7 eV/Å
LUMO energy (spin up / spin down)   -7.96 / -7.96 eV
Multiplicity   1
Orbital gap (spin up / spin down)   5.73 / 5.73 eV


# 3
Below is a cluster of 3 separate species, C5H12O2 in total in a non-equilibrium geometry, with properties calculated with wB97M-V/def2-TZVPD.

The geometry in XYZ format:
```
19
Properties=species:S:1:pos:R:3:forces:R:3:nbo_charge:R:1
C 1.711 2.851 3.399 -0.4 -2.1 0.3 -0.395
C 0.819 2.242 2.602 2.0 1.3 0.4 -0.172
C -0.209 1.243 2.947 -2.0 -1.5 -1.3 -0.518
C -0.681 0.645 1.593 -0.4 0.0 1.0 -0.145
C -1.675 1.121 0.850 0.9 -0.7 0.0 -0.420
H 2.570 3.348 2.963 -0.3 0.5 0.3 0.206
H 1.721 2.474 4.436 0.3 0.8 -0.3 0.188
H 0.914 2.519 1.548 -0.4 -0.3 0.2 0.199
H -1.096 1.668 3.429 0.1 0.5 -0.2 0.228
H -0.084 0.328 3.582 1.2 1.0 -0.2 0.233
H -0.171 -0.264 1.269 -0.2 0.0 0.2 0.190
H -1.982 0.453 0.049 -0.2 0.7 -0.3 0.206
H -2.073 2.112 1.016 -0.5 -0.2 0.1 0.200
O 0.822 -2.900 -4.519 -0.6 0.5 -0.8 -0.959
H 1.080 -3.448 -3.789 0.5 -0.1 0.4 0.483
H 1.516 -2.294 -4.776 0.4 -0.1 0.4 0.475
O -1.340 -4.227 -5.316 -0.5 -0.5 -0.3 -0.937
H -0.599 -4.583 -5.812 0.1 -0.2 0.0 0.464
H -1.245 -3.288 -5.471 0.0 0.3 0.2 0.473
```
Forces are in eV/Å.

## Properties
HOMO level   -9.638 eV
Total energy   -348.0979 hartree
Energy relative to the best compared isomer or geometry (same formula, charge and spin)   67.1 kcal per mole
M   104.1 g/mol
SMILES string   C=CCC=C.O.O
Maximum force   2.8 eV/Å
LUMO energy   0.67 eV
Multiplicity   1
Orbital gap   10.31 eV


# 4
Below is the molecule C3H5NOS2 in a non-equilibrium geometry, with properties calculated with wB97M-V/def2-TZVPD.

The geometry in XYZ format:
```
12
Properties=species:S:1:pos:R:3:forces:R:3:nbo_charge:R:1
C -1.355 -0.239 -0.046 -4.8 -0.4 0.8 -0.253
C 0.980 -0.520 -0.176 0.0 1.9 -3.0 -0.230
C 0.747 0.746 0.596 1.8 2.7 0.6 -0.662
N -0.349 -1.016 -0.374 1.9 -2.4 -0.6 -0.574
O -0.928 2.061 -0.950 0.1 2.3 -2.8 -0.978
S -3.050 -1.333 0.152 2.5 1.9 0.0 0.066
S -0.899 1.445 0.336 -0.6 -2.8 1.8 1.312
H 1.490 -0.238 -1.234 -1.1 -0.8 2.3 0.203
H 1.557 -1.242 0.314 1.1 -0.9 0.7 0.215
H 0.810 0.736 1.687 0.2 -0.7 0.0 0.236
H 1.444 1.593 0.300 -0.7 -1.1 0.2 0.248
H -0.447 -1.992 -0.606 -0.4 0.2 -0.1 0.418
```
Forces are in eV/Å.

## Properties
HOMO level (spin up / spin down)   -6.654 / -9.367 eV
Total energy   -1043.5011 hartree
Energy relative to the best compared isomer or geometry (same formula, charge and spin)   38.9 kcal per mole
M   135.2 g/mol
Maximum force   4.8 eV/Å
LUMO energy (spin up / spin down)   0.55 / -2.40 eV
<S²>   2.0063
Multiplicity   3
Orbital gap (spin up / spin down)   7.20 / 6.97 eV


# 5
Below is the ion C6H12NS with charge +1 in a non-equilibrium geometry, with properties calculated with wB97M-V/def2-TZVPD.

The geometry in XYZ format:
```
20
Properties=species:S:1:pos:R:3:forces:R:3:nbo_charge:R:1
C 0.574 -0.837 0.366 1.0 3.4 -1.7 -0.160
C 1.703 -0.255 -0.073 -0.8 0.2 1.3 -0.106
C -0.777 1.207 -0.536 4.2 -1.4 1.8 0.115
C 2.922 -1.149 0.056 0.1 0.6 -3.7 -0.636
C -1.403 2.204 0.329 0.7 4.0 -0.8 -0.759
C -1.649 -1.164 -0.345 -1.7 0.9 -1.2 -0.422
N -0.716 -0.114 0.240 -0.7 -0.7 0.9 -0.431
S 1.687 1.452 -0.463 -2.8 -0.8 -0.6 0.212
H 0.551 -1.801 0.710 -0.5 -2.1 0.7 0.226
H -0.944 1.090 -1.586 -0.2 -0.1 -0.3 0.237
H 3.261 -1.197 1.036 1.1 0.3 1.6 0.247
H 3.722 -0.931 -0.755 -1.2 -0.2 1.7 0.253
H 2.501 -2.116 -0.181 0.4 -0.5 -0.1 0.231
H -0.686 2.487 1.221 -1.8 -0.6 -1.6 0.279
H -2.439 1.948 0.586 0.2 -0.2 0.4 0.257
H -1.545 3.179 -0.349 0.4 -1.9 1.7 0.285
H -2.679 -0.710 -0.180 1.0 -0.9 -0.7 0.227
H -1.404 -1.352 -1.468 -0.4 0.6 2.1 0.255
H -1.595 -2.124 0.177 0.2 0.5 0.1 0.249
H -1.082 0.183 1.216 0.7 -0.9 -1.7 0.445
```
Forces are in eV/Å.

## Properties
HOMO level   -12.654 eV
Total energy   -688.3850 hartree
Energy relative to the best compared isomer or geometry (same formula, charge and spin)   77.1 kcal per mole
M   130.2 g/mol
Total charge   +1
Maximum force   4.8 eV/Å
LUMO energy   -5.12 eV
Multiplicity   1
Orbital gap   7.53 eV


# 6
Below is a cluster of 3 separate species, C27H34F4N2O8S2 in total in a non-equilibrium geometry, with properties calculated with wB97M-V/def2-TZVPD.

The geometry in XYZ format:
```
77
Properties=species:S:1:pos:R:3:forces:R:3:lowdin_charge:R:1
C -2.728 -1.264 -0.596 -0.2 0.4 0.6 -0.058
C -2.401 -0.295 0.555 -0.3 0.0 -0.4 -0.158
C -1.006 0.346 0.420 -0.6 -0.3 -0.7 -0.320
F -1.172 1.711 0.519 0.4 0.3 0.3 -0.042
C 0.054 -0.199 1.410 -1.3 -1.4 -0.1 -0.261
S -0.281 0.525 3.040 2.5 -1.3 1.6 0.658
O -0.208 -0.513 3.996 -1.0 -1.0 0.1 -0.209
O 0.671 1.540 3.277 -0.4 1.8 -0.8 -0.225
F -1.734 1.061 3.059 0.1 0.1 -0.6 -0.086
C -0.215 -1.748 1.291 0.4 1.2 0.4 -0.460
O -0.814 -2.475 2.002 -0.3 -0.4 -0.1 0.204
O 0.369 -2.070 0.126 -0.1 -0.9 -0.3 0.047
C 1.623 -1.339 -0.150 -1.3 -1.1 0.5 -0.317
C 1.646 -0.906 -1.611 0.4 -0.6 -0.2 -0.156
C 1.592 -2.055 -2.630 -0.8 0.6 -0.7 -0.156
C 0.220 -2.747 -2.760 0.5 -1.3 1.3 -0.241
N 0.363 -4.139 -2.263 0.1 0.0 -0.5 -0.004
C 2.657 -2.435 0.079 1.0 0.5 0.4 -0.103
O 3.925 -1.903 -0.276 -0.1 -0.1 -0.1 -0.050
C 4.901 -2.191 0.673 0.7 0.0 0.2 -0.252
O 6.169 -2.075 0.081 -0.2 0.4 -0.2 -0.086
C 7.091 -2.946 0.676 0.7 -0.7 0.0 -0.195
C 7.188 -4.294 -0.098 0.1 0.2 -0.2 -0.219
O 6.088 -4.505 -0.956 -0.2 -0.4 0.3 -0.055
C 1.540 -0.226 0.947 1.0 4.1 -1.2 -0.521
S 1.792 1.442 0.102 0.2 0.3 -0.5 0.907
N 2.601 -0.179 1.949 -0.6 -1.5 0.8 0.130
C 2.569 -1.025 2.840 -0.5 -1.4 0.6 -0.295
O 2.531 -1.879 3.640 0.5 1.4 -0.7 0.220
H -2.266 -2.238 -0.462 0.1 -0.1 -0.2 0.072
H -2.450 -0.785 -1.533 0.2 -0.2 -0.2 0.070
H -3.808 -1.381 -0.623 -0.1 -0.3 0.0 0.082
H -2.591 -0.732 1.533 0.1 -0.1 0.0 0.114
H -3.117 0.518 0.449 0.1 0.3 0.1 0.120
H -0.698 0.157 -0.605 0.4 0.0 0.0 0.127
H 2.594 -0.401 -1.758 0.0 0.3 0.1 0.106
H 0.839 -0.228 -1.872 0.0 0.3 0.2 0.104
H 1.784 -1.591 -3.600 0.2 0.2 0.0 0.113
H 2.383 -2.786 -2.512 0.0 -0.2 0.2 0.106
H -0.526 -2.279 -2.118 -0.1 0.6 -0.5 0.075
H -0.122 -2.811 -3.787 0.0 0.2 -0.1 0.109
H -0.449 -4.686 -2.513 -0.1 -0.1 0.1 0.060
H 0.443 -4.137 -1.255 -0.2 0.0 0.1 0.046
H 2.674 -2.792 1.111 -0.3 0.2 0.1 0.132
H 2.454 -3.320 -0.519 -0.3 0.1 -0.2 0.134
H 4.859 -1.455 1.486 -0.2 -0.1 0.1 0.135
H 4.808 -3.213 1.052 -0.3 0.0 0.1 0.139
H 6.878 -3.115 1.734 -0.2 0.0 0.0 0.119
H 8.087 -2.509 0.654 -0.1 0.4 -0.1 0.120
H 8.104 -4.315 -0.694 0.1 0.1 0.1 0.111
H 7.256 -5.123 0.602 -0.2 -0.1 0.0 0.115
H 6.188 -3.904 -1.697 -0.2 0.2 0.0 0.093
H 2.688 2.027 0.915 -0.2 -0.5 0.2 -0.096
F -5.057 4.046 1.397 -0.2 0.1 0.0 0.050
C -3.963 4.532 2.018 0.3 0.1 0.1 -0.285
C -2.753 3.918 1.780 0.0 -0.1 -0.1 -0.021
C -1.615 4.402 2.406 0.0 0.1 0.1 -0.073
C -1.708 5.488 3.268 0.0 0.0 0.0 -0.089
C -2.938 6.092 3.497 0.1 -0.1 -0.1 -0.084
C -4.077 5.616 2.863 -0.3 0.1 0.1 -0.021
H -2.707 3.074 1.111 -0.1 0.0 0.0 0.090
H -0.656 3.933 2.222 0.0 0.0 0.0 0.100
H -0.820 5.863 3.760 0.0 0.0 0.0 0.102
H -3.010 6.936 4.170 0.0 0.0 0.0 0.103
H -5.044 6.077 3.022 0.0 0.0 0.0 0.116
F -2.463 1.092 -3.696 0.1 0.0 0.0 0.045
C -3.597 1.711 -3.300 -0.3 0.2 0.1 -0.296
C -3.506 2.863 -2.546 0.3 0.1 0.1 -0.018
C -4.671 3.498 -2.142 -0.1 -0.1 0.0 -0.079
C -5.907 2.970 -2.488 -0.1 0.0 0.0 -0.091
C -5.979 1.808 -3.245 0.1 0.1 0.1 -0.082
C -4.816 1.174 -3.660 0.0 -0.2 -0.1 -0.022
H -2.532 3.255 -2.279 0.0 0.0 0.0 0.118
H -4.614 4.404 -1.554 0.0 0.0 0.0 0.104
H -6.815 3.463 -2.166 0.0 0.0 0.0 0.103
H -6.942 1.393 -3.512 0.0 0.0 0.0 0.105
H -4.851 0.272 -4.257 0.0 0.0 0.0 0.117
```
Forces are in eV/Å.

## Properties
HOMO level   -9.218 eV
Total energy   -2956.3989 hartree
M   654.7 g/mol
SMILES string   CC[C@@H](F)[C@@]1(S(=O)(=O)F)C(=O)O[C@](CCCN)(COCOCCO)[C@]1(S)N=C=O.Fc1ccccc1.Fc1ccccc1
Maximum force   4.4 eV/Å
LUMO energy   0.48 eV
Multiplicity   1
Orbital gap   9.70 eV


# 7
Below is a cluster of 4 separate species, C2H12O3 in total in a non-equilibrium geometry, with properties calculated with wB97M-V/def2-TZVPD.

The geometry in XYZ format:
```
17
Properties=species:S:1:pos:R:3:forces:R:3:nbo_charge:R:1
C -0.293 -2.954 -0.532 -0.5 0.9 -0.4 -0.607
C -0.085 -2.108 -1.784 0.8 -0.2 -0.9 -0.612
H -0.946 -3.805 -0.731 0.5 -0.2 0.0 0.206
H -0.825 -2.386 0.233 0.3 0.1 0.2 0.200
H 0.715 -3.206 -0.211 -0.3 -0.5 0.4 0.210
H -0.930 -1.642 -2.274 -0.5 0.3 0.5 0.201
H 0.736 -1.387 -1.704 -0.4 0.3 0.5 0.202
H 0.312 -2.732 -2.573 0.1 -0.6 -0.3 0.200
O -0.569 2.280 3.601 0.2 0.0 0.0 -0.950
H -1.147 2.966 3.943 0.0 0.0 0.0 0.463
H -0.879 2.110 2.704 -0.2 0.0 0.0 0.485
O 3.923 2.938 -1.050 0.2 -0.2 -0.2 -0.931
H 4.087 2.025 -0.789 -0.1 0.1 0.2 0.466
H 4.450 3.023 -1.852 -0.1 0.2 0.0 0.465
O -2.634 1.623 1.323 0.1 -0.1 -0.1 -0.953
H -3.341 2.244 1.118 0.1 -0.2 -0.1 0.477
H -2.574 1.010 0.577 -0.1 0.3 0.2 0.479
```
Forces are in eV/Å.

## Properties
HOMO level   -10.908 eV
Total energy   -309.0908 hartree
Energy relative to the best compared isomer or geometry (same formula, charge and spin)   12.2 kcal per mole
M   84.1 g/mol
SMILES string   CC.O.O.O
Maximum force   1.2 eV/Å
LUMO energy   0.46 eV
Multiplicity   1
Orbital gap   11.37 eV


# 8
Below is a structure of composition C4H6N2O, with properties calculated with wB97M-V/def2-TZVPD.

The geometry in XYZ format:
```
13
Properties=species:S:1:pos:R:3:forces:R:3:nbo_charge:R:1
N 1.896 -0.008 0.110 -0.2 0.1 -0.1 -0.606
C 0.614 -0.383 0.045 0.0 0.1 0.1 0.065
C -0.269 0.376 0.881 0.1 0.0 -0.1 0.478
O 0.130 1.352 1.572 0.2 0.0 -0.3 -0.546
N -1.553 0.154 0.400 0.0 0.0 0.1 -0.570
C -1.499 -0.788 -0.604 0.1 0.0 -0.1 0.012
C -0.204 -1.080 -0.913 0.0 0.0 0.0 -0.350
H 1.839 1.305 0.289 0.1 -0.3 -0.1 0.133
H 2.385 -0.217 -0.764 0.0 0.1 0.1 0.367
H 1.220 1.921 0.748 -0.3 -0.1 0.2 0.151
H -2.387 0.496 0.848 0.1 -0.1 -0.1 0.420
H -2.411 -1.217 -1.001 0.1 0.1 0.1 0.216
H 0.130 -1.779 -1.669 -0.1 0.1 0.1 0.229
```
Forces are in eV/Å.

## Properties
HOMO level   -7.959 eV
Total energy   -340.6477 hartree
Energy relative to the best compared isomer or geometry (same formula, charge and spin)   92.4 kcal per mole
M   98.1 g/mol
Maximum force   0.4 eV/Å
LUMO energy   -0.21 eV
Multiplicity   1
Orbital gap   7.75 eV